(1)
ORCA calculation (ωB97M-V with the def2-TZVPD basis set) on a molecular structure, C28H75N4O12.

Last column: Löwdin charge in e.
Geometry (Å):
C 0.652840 0.641235 -0.052420  -0.2651
O 1.945840 0.271235 0.167580  -0.3986
H 0.500840 1.663235 -0.362420  0.0496
H 0.269840 0.771235 1.096580  0.0973
H 0.191840 -0.034765 -0.594420  0.0190
C 0.912840 3.885235 -3.416420  -0.2043
O 1.909840 3.171235 -4.042420  -0.1419
H 1.107840 3.797235 -2.302420  0.0891
H -0.106160 3.627235 -3.772420  0.0529
H 0.872840 4.978235 -3.779420  0.0881
H 2.292840 2.448235 -3.597420  -0.0281
C 5.383840 -0.269765 0.694580  -0.1488
O 4.220840 -1.019765 0.188580  -0.1903
H 4.937840 0.706235 0.878580  0.0414
H 6.244840 -0.399765 -0.067420  0.0921
H 5.795840 -0.515765 1.903580  0.1208
H 3.506840 -0.336765 0.345580  0.0206
C 1.985840 3.063235 1.813580  -0.1529
O 2.645840 1.881235 2.151580  -0.1702
H 2.520840 3.661235 1.310580  -0.0183
H 2.108840 3.531235 2.904580  0.1271
H 0.949840 2.895235 1.592580  0.0526
H 2.413840 1.192235 1.466580  0.0135
C 3.799840 -0.350765 4.513580  -0.0373
O 2.714840 -1.368765 4.586580  -0.1488
C 1.844840 -1.475765 3.513580  -0.2493
C 2.306840 -2.541765 2.459580  -0.2005
N 1.407840 -2.435765 1.349580  -0.0730
C 1.674840 -3.456765 0.340580  -0.2318
C 0.688840 -3.430765 -0.762420  -0.1971
O 1.114840 -4.487765 -1.729420  -0.2016
C 0.660840 -4.102765 -2.982420  -0.1539
H 4.444840 -0.236765 3.673580  0.0572
H 4.313840 -0.261765 5.534580  0.1183
H 3.516840 0.544235 4.608580  -0.0210
H 1.744840 -0.557765 3.036580  0.0848
H 0.928840 -1.876765 3.744580  0.0727
H 2.106840 -3.569765 2.984580  0.1549
H 3.273840 -2.139765 2.312580  0.0860
H 1.303840 -1.429765 1.093580  0.0912
H 1.666840 -4.540765 0.856580  0.1641
H 2.631840 -3.229765 -0.030420  0.0915
H 0.536840 -2.295765 -1.172420  0.1478
H -0.445160 -3.884765 -0.576420  0.1625
H -0.372160 -4.228765 -3.108420  0.0627
H 1.168840 -4.782765 -3.474420  0.0338
H 0.912840 -3.008765 -3.292420  0.1146
C -0.604160 0.753235 6.082580  -0.0283
O -1.589160 1.179235 5.042580  -0.2068
C -0.989160 1.794235 3.847580  -0.2060
C -2.125160 1.975235 2.885580  -0.1785
N -1.637160 2.490235 1.531580  -0.0955
C -2.737160 2.552235 0.652580  -0.2674
C -2.247160 3.069235 -0.764420  -0.1564
O -3.439160 2.926235 -1.610420  -0.2108
C -2.981160 2.874235 -2.982420  -0.1255
H -1.167160 0.443235 6.888580  0.0540
H 0.060840 1.596235 6.286580  0.0936
H -0.132160 -0.067765 5.658580  0.0485
H -0.272160 1.063235 3.553580  0.0935
H -0.438160 2.623235 3.877580  0.0719
H -3.002160 2.570235 3.295580  0.1304
H -2.704160 0.945235 2.611580  0.1347
H -0.927160 1.709235 1.131580  0.0897
H -3.559160 3.184235 1.082580  0.1349
H -3.127160 1.589235 0.580580  0.0740
H -1.417160 2.322235 -1.241420  0.1463
H -1.905160 4.077235 -0.567420  0.1088
H -2.736160 3.811235 -3.292420  0.0381
H -3.914160 2.503235 -3.682420  0.1312
H -2.372160 2.058235 -3.248420  0.0539
C 3.744840 -2.045765 -5.843420  -0.1573
O 3.028840 -1.697765 -4.748420  -0.1686
C 3.327840 -0.358765 -4.252420  -0.2015
C 2.593840 -0.157765 -2.982420  -0.2000
N 2.814840 1.184235 -2.395420  -0.1153
C 4.268840 1.486235 -2.259420  -0.1524
C 4.238840 2.737235 -1.237420  -0.1702
O 5.630840 3.151235 -1.176420  -0.2786
C 5.979840 4.230235 -0.268420  -0.1063
H 3.304840 -2.872765 -6.482420  0.1208
H 4.685840 -2.200765 -5.711420  0.0206
H 3.758840 -1.181765 -6.451420  0.0696
H 2.858840 0.392235 -5.005420  0.1595
H 4.332840 -0.148765 -4.166420  0.0765
H 3.014840 -0.764765 -2.026420  0.1577
H 1.452840 -0.218765 -3.074420  0.1418
H 2.517840 1.098235 -1.389420  0.0703
H 4.747840 1.868235 -3.471420  0.2068
H 4.898840 0.816235 -1.764420  0.0591
H 3.806840 2.687235 -0.296420  0.0640
H 3.776840 3.570235 -1.915420  0.1398
H 7.068840 4.338235 -0.439420  0.0805
H 5.655840 3.747235 0.782580  0.1135
H 5.265840 5.148235 -0.366420  0.0994
C -1.933160 -1.625765 2.453580  -0.1116
O -3.338160 -1.900765 2.527580  -0.1811
C -3.910160 -2.039765 1.296580  -0.2503
C -5.468160 -2.260765 1.497580  -0.2171
N -6.148160 -2.426765 0.243580  -0.0575
C -7.653160 -2.587765 0.343580  -0.0909
C -8.171160 -2.596765 -1.173420  -0.1434
O -9.591160 -2.575765 -1.032420  -0.1846
C -10.239160 -2.384765 -2.159420  -0.1908
H -1.680160 -0.863765 1.734580  0.0485
H -1.294160 -2.400765 1.973580  0.0694
H -1.284160 -1.440765 3.425580  0.1188
H -3.695160 -3.119765 0.815580  0.1512
H -3.630160 -1.212765 0.638580  0.1162
H -5.811160 -1.385765 1.850580  0.0690
H -5.584160 -3.152765 2.245580  0.1542
H -5.849160 -3.292765 -0.082420  0.0700
H -8.018160 -1.620765 0.665580  0.1213
H -7.997160 -3.265765 0.856580  0.0236
H -7.921160 -3.520765 -1.427420  0.0717
H -7.731160 -1.964765 -1.807420  0.0892
H -9.759160 -3.265765 -2.872420  0.1274
H -10.078160 -1.558765 -2.755420  0.0555
H -11.241160 -2.843765 -1.943420  0.1101

Forces on atoms 1 to 6 (eV/Å):
2.4 3.3 6.4
1.2 0.3 -0.5
0.0 0.6 -1.0
-0.4 -0.9 -2.1
-3.2 -3.2 -2.6
-0.3 1.2 0.6

The orbital gap is 7.7 eV. Its total energy is -2232.9719 Ha. Its net charge is -1. As for the HOMO energy: -5.4239 eV. The value obtained for the energy above the lowest of the compared OMol25 structures with the same formula, charge and spin is 1447.1 kJ/mol. The calculation puts the LUMO energy at 2.30 eV.

(2)
ORCA calculation (ωB97M-V with the def2-TZVPD basis set) on 8 unconnected molecules or ions with the total composition C28H76N12O12.

Last column: Löwdin charge in e.
Geometry (Å):
C -20.687913 10.029720 -16.422662  -0.7267
O -21.658930 10.731398 -16.182628  0.0371
N -20.553988 8.776200 -16.156811  0.2259
N -19.550833 10.654843 -16.717549  0.1191
H -21.299360 8.086128 -15.974436  0.1135
H -19.634106 8.414681 -16.199890  0.0408
H -19.692157 11.656051 -17.002853  0.0701
H -18.776587 10.176403 -17.230871  0.1278
C -18.798577 11.032165 -13.157696  -0.8209
O -19.489669 10.070468 -13.031129  0.0403
N -18.376219 11.847732 -12.265239  0.1787
N -18.426296 11.376581 -14.331580  0.1537
H -18.804941 11.785718 -11.332522  0.1408
H -17.983733 12.737225 -12.657556  0.1420
H -18.952362 11.018293 -15.162242  0.0629
H -17.655192 12.010449 -14.507033  0.1093
C -17.531542 7.755178 -16.502659  -0.7393
O -17.096421 7.681163 -17.650646  0.0278
N -18.416022 6.801221 -16.171922  0.1741
N -17.252760 8.675864 -15.640871  0.1890
H -18.889609 6.706538 -15.315296  0.0822
H -18.798725 6.332092 -16.980873  0.0642
H -16.624192 9.465494 -15.895319  0.1460
H -17.425618 8.607910 -14.658415  0.1098
C -22.982882 9.481708 -12.367252  -0.8156
O -24.128254 9.893221 -12.483924  0.0083
N -22.098394 9.878097 -13.232822  0.1876
N -22.589377 8.749854 -11.379561  0.1547
H -22.437975 10.417798 -14.005320  0.0911
H -21.089009 9.883741 -13.177341  0.0298
H -23.257204 8.634707 -10.614101  0.1187
H -21.588225 8.429086 -11.159108  0.1618
C -12.821392 1.225856 -18.862740  -0.2240
O -13.820280 0.758125 -18.219953  -0.1450
C -15.057606 0.877939 -18.828495  -0.1954
C -15.711500 2.108077 -18.129092  -0.1089
N -17.091305 2.524938 -18.713267  -0.0764
C -17.661368 3.662263 -18.101496  -0.2500
C -18.984263 4.024966 -18.764747  -0.2217
O -19.350279 5.262027 -18.289048  -0.2850
C -20.475819 5.938743 -18.917812  -0.0439
H -12.870691 1.152256 -19.992343  0.1124
H -11.958077 0.609053 -18.606721  0.0952
H -12.507674 2.245878 -18.631100  0.0898
H -15.583843 -0.045191 -18.671637  0.1062
H -15.096844 0.834671 -19.980496  0.1472
H -15.028071 2.941795 -18.292762  0.0919
H -15.925392 2.062785 -17.080088  0.1073
H -17.667555 1.714753 -18.509900  0.1120
H -16.944539 4.499828 -18.052844  0.1312
H -17.852814 3.441736 -17.035686  0.1205
H -19.861737 3.400060 -18.546272  0.1390
H -18.783188 4.089590 -19.797659  0.1011
H -20.594283 6.827933 -18.329126  0.0668
H -21.446550 5.523193 -18.758352  0.0728
H -20.382776 6.142569 -20.045975  0.1141
C -11.508212 3.951034 -20.873527  -0.2521
O -12.627903 3.507512 -20.695459  -0.1972
C -13.766643 4.332234 -20.661519  -0.1875
C -14.814166 3.810076 -21.515040  -0.2102
N -16.116694 4.389085 -21.198182  -0.0370
C -16.065162 5.847583 -21.310520  -0.1772
C -17.357249 6.527542 -20.736632  -0.2067
O -17.102903 7.888836 -20.966429  -0.2008
C -18.094401 8.873880 -20.442887  -0.0251
H -11.389784 4.443087 -21.753856  0.0677
H -10.956834 2.989884 -20.791331  0.1239
H -11.189868 4.588045 -20.016634  0.1132
H -13.427639 5.280139 -20.937368  0.1012
H -14.274520 4.391078 -19.579481  0.1683
H -14.918036 2.767946 -21.386003  0.0997
H -14.647955 3.867412 -22.555532  0.1181
H -16.460513 4.153844 -20.297085  0.0423
H -15.775359 6.039822 -22.312598  0.1114
H -15.225709 6.275748 -20.832445  0.0862
H -17.554278 6.313574 -19.639713  0.1003
H -18.388777 6.282285 -21.221106  0.1326
H -18.215233 8.650922 -19.476559  0.0024
H -19.063608 8.775033 -20.984820  0.1045
H -17.677048 9.832088 -20.551012  0.0458
C -12.817090 12.091384 -22.166024  -0.2579
O -14.055868 12.090143 -21.987445  -0.1315
C -14.423352 12.260966 -20.680163  -0.2110
C -15.978527 12.586632 -20.590841  -0.1560
N -16.344004 12.753092 -19.159585  -0.0713
C -17.778195 12.630852 -18.970661  -0.1977
C -18.149210 13.129081 -17.557542  -0.2152
O -19.542263 13.204074 -17.531595  -0.2499
C -20.100421 13.820854 -16.376834  -0.0690
H -12.327910 13.020395 -22.670603  0.1224
H -12.520980 11.225714 -22.750839  0.0912
H -12.221820 11.974688 -21.247828  0.0890
H -13.916029 13.130438 -20.230281  0.1198
H -14.068795 11.496179 -19.995383  0.1226
H -16.604725 11.861009 -21.125400  0.1071
H -16.233960 13.521634 -21.138050  0.1233
H -16.147534 13.722236 -18.883964  0.1114
H -18.053878 11.642572 -19.069637  0.0663
H -18.389870 13.225833 -19.744979  0.1562
H -17.793912 14.077754 -17.320849  0.1030
H -17.898498 12.410622 -16.730188  0.1124
H -21.198910 13.865471 -16.559194  0.1205
H -19.833490 14.892178 -16.438407  0.0909
H -19.645918 13.451776 -15.462376  0.0764
C -25.602164 5.786501 -8.835944  -0.3758
O -25.858068 6.699340 -9.532760  -0.1112
C -25.754599 6.433678 -10.964112  -0.0840
C -24.348236 5.921593 -11.405991  -0.2527
N -24.283497 6.015645 -12.820848  -0.0311
C -22.855309 5.823123 -13.150138  -0.2012
C -22.581555 6.258994 -14.621551  -0.1755
O -21.216021 6.187166 -15.035687  -0.2110
C -20.866297 4.873657 -15.319177  -0.1212
H -25.445842 6.091971 -7.809607  0.0916
H -24.682543 5.243670 -9.021457  0.0778
H -26.441018 4.945589 -8.669235  0.1315
H -26.025941 7.275997 -11.547992  0.1166
H -26.455546 5.625559 -11.018211  0.1141
H -24.178946 4.845395 -11.057168  0.1418
H -23.607238 6.503548 -10.907231  0.0815
H -24.352030 7.005499 -13.039007  0.0947
H -22.586786 4.830747 -12.950301  0.1005
H -22.229517 6.432931 -12.591296  0.0759
H -22.863802 7.309989 -14.518334  0.1102
H -23.249467 5.739354 -15.358429  0.1423
H -21.631645 4.259909 -15.692008  0.0800
H -20.379259 4.374642 -14.452132  0.1120
H -20.138470 4.846234 -16.110348  0.0544

Forces on atoms 1 to 6 (eV/Å):
-1.8 2.3 1.3
-1.4 0.1 -0.3
-1.1 -4.0 0.2
3.4 1.6 -2.4
0.7 1.1 0.0
0.3 -0.6 -0.1

The orbital gap is 8.6 eV. Its total energy is -2672.0030 Ha. As for the structure (SMILES): COCCNCCOC.COCCNCCOC.COCCNCCOC.COCCNCCOC.NC(N)=O.NC(N)=O.NC(N)=O.NC(N)=O. Its net charge is 0. As for the HOMO energy: -8.4789 eV. The value obtained for the energy above the lowest of the compared OMol25 structures with the same formula, charge and spin is 936.8 kJ/mol. The calculation puts the LUMO energy at 0.07 eV.